A cluster of 10 separate species, C40H81IN20O14SSi in total in a non-equilibrium geometry, computed with ωB97M-V/def2-TZVPD.

Structure (ORCA input):
```
! wB97M-V def2-TZVPD RIJCOSX def2/J DEFGRID3
* xyz 0 1
C 0.6338 -5.8694 -0.0675
C -0.2595 -5.0749 0.8850
N -1.4529 -4.5883 0.1771
C -2.0794 -3.5172 0.8733
C -3.0695 -3.7843 1.7841
C -3.6787 -2.7446 2.4558
C -4.7941 -3.0680 3.4156
C -6.1168 -3.5051 2.7400
C -6.3174 -2.9875 1.3002
C -6.0698 -4.0878 0.2463
O -5.2064 -3.6614 -0.8061
C -3.2888 -1.4505 2.2382
C -2.2934 -1.1496 1.3249
C -1.7214 -2.1963 0.6637
S -0.4451 -1.9176 -0.5286
C 0.1767 -0.3322 0.0050
C 1.4754 -0.0175 -0.3308
C 2.0202 1.2058 0.0320
C 3.4459 1.6123 -0.2945
C 4.0497 0.6259 -1.2768
C 5.5458 1.0305 -1.7481
O 5.0331 -0.1494 -0.8064
C 1.1965 2.0839 0.7401
C 1.7834 3.4364 1.0905
C 1.7739 4.4060 -0.0978
C 0.3775 4.8941 -0.5165
I 2.8857 6.1822 0.4962
C -0.0940 1.7329 1.1046
C -0.9099 2.7251 1.9127
C -0.5479 2.8133 3.3740
O -1.2534 3.4209 4.1331
O 0.6042 2.2411 3.8119
C -0.6374 0.5061 0.7396
N -1.9782 0.2277 1.1287
C -2.9964 0.9247 0.3053
C -4.0706 1.6114 1.1986
O -5.3787 1.1535 0.9388
Si -6.4522 2.1115 0.1018
C -6.0327 3.9323 -0.0645
C -8.0835 2.0194 1.0393
C -6.8622 1.4814 -1.6248
H 1.3555 -6.4430 0.5050
H 1.1231 -5.1673 -0.7429
H 0.0038 -6.5244 -0.6682
H -0.5359 -5.7174 1.7181
H 0.3057 -4.2124 1.2507
H -1.1977 -4.3017 -0.7646
H -3.3558 -4.8119 1.9571
H -4.4570 -3.8950 4.0434
H -4.9811 -2.2324 4.0883
H -6.9301 -3.1004 3.3437
H -6.2525 -4.5857 2.7310
H -7.3776 -2.7378 1.2071
H -5.7656 -2.0784 1.0722
H -5.6465 -4.9793 0.7069
H -7.0160 -4.4051 -0.1940
H -5.7244 -3.1982 -1.4666
H -3.8070 -0.6823 2.7923
H 2.0398 -0.7578 -0.8742
H 4.1205 1.5392 0.5551
H 3.5319 2.5373 -0.8518
H 3.4145 0.2112 -2.0375
H 5.1672 0.8711 -2.8091
H 6.4356 0.4352 -1.9646
H 1.2597 3.9150 1.9110
H 2.8164 3.3337 1.4176
H 2.2702 4.0341 -0.9839
H -0.3777 4.1159 -0.4365
H 0.4320 5.1800 -1.5661
H 0.1048 5.7981 0.0194
H -0.6942 3.7099 1.5108
H -1.9746 2.5886 1.8126
H 0.9706 2.8792 4.4374
H -3.5377 0.2070 -0.3147
H -2.4965 1.6709 -0.3085
H -3.9227 2.6945 1.1634
H -3.8180 1.3150 2.2155
H -6.1603 4.4719 0.8718
H -5.0239 4.0751 -0.4574
H -6.6999 4.3763 -0.8029
H -8.2712 0.9954 1.3621
H -8.9135 2.4070 0.4519
H -8.0144 2.6224 1.9470
H -6.0393 1.5732 -2.3321
H -7.2896 0.4809 -1.5931
H -7.6626 2.1342 -1.9824
N 2.4593 -3.3241 -3.7819
C 2.9344 -2.5587 -4.8008
N 3.6839 -3.2291 -5.7294
O 2.7059 -1.3629 -4.8938
H 2.6331 -4.3075 -3.6967
H 1.8883 -2.8729 -3.0894
H 4.0450 -2.7023 -6.5030
H 3.8780 -4.2111 -5.6752
N 1.5567 -0.8763 3.0528
C 1.4637 -2.1084 3.6339
N 2.6400 -2.6035 4.1384
O 0.4167 -2.7267 3.7002
H 2.4079 -0.3529 2.9862
H 0.7139 -0.4857 2.6724
H 2.6073 -3.5066 4.5716
H 3.5129 -2.1146 4.0950
N 5.8748 6.7184 5.0321
C 6.6369 7.1797 3.9944
N 6.1220 6.9378 2.7518
O 7.6946 7.7640 4.1662
H 5.0033 6.2393 4.9105
H 6.2202 6.8759 5.9603
H 6.6512 7.2620 1.9619
H 5.2533 6.4606 2.5906
N 5.8681 11.1096 4.7143
C 6.1247 11.9100 3.6358
N 6.8637 11.3138 2.6502
O 5.7289 13.0590 3.5595
H 6.1885 10.1609 4.7879
H 5.3319 11.5039 5.4632
H 7.0762 11.8646 1.8407
H 7.1991 10.3691 2.7037
N -3.4657 -4.8763 -2.5298
C -2.6832 -4.5755 -3.6007
N -3.2407 -4.8613 -4.8227
O -1.5657 -4.0693 -3.4738
H -4.3796 -5.2775 -2.6082
H -3.1090 -4.6738 -1.6118
H -2.6858 -4.6560 -5.6393
H -4.1545 -5.2533 -4.9397
N 7.4639 -2.4102 -1.1080
C 8.7617 -2.5454 -0.7008
N 9.2833 -1.4446 -0.0708
O 9.4062 -3.5612 -0.8811
H 6.9167 -1.5814 -0.9676
H 7.0459 -3.1942 -1.5710
H 10.2331 -1.5048 0.2436
H 8.7670 -0.6008 0.0885
N 7.9639 4.3202 0.8710
C 7.6971 4.4059 -0.4712
N 8.3189 3.4680 -1.2458
O 6.9616 5.2559 -0.9392
H 8.5671 3.6299 1.2740
H 7.5251 4.9933 1.4724
H 8.1433 3.5003 -2.2319
H 8.9267 2.7608 -0.8821
N -9.8496 -6.9861 0.0778
C -9.1882 -6.6180 -1.0602
N -9.5759 -7.2723 -2.1960
O -8.3148 -5.7671 -1.0613
H -10.5695 -7.6820 0.1022
H -9.5884 -6.5247 0.9287
H -9.1098 -7.0251 -3.0481
H -10.2903 -7.9740 -2.2172
N -0.2349 -2.9362 -8.1758
C -0.4523 -4.1326 -7.5600
N 0.6363 -4.7321 -7.0035
O -1.5451 -4.6604 -7.4876
H 0.6631 -2.4960 -8.2320
H -1.0283 -2.4813 -8.5860
H 0.4828 -5.6148 -6.5535
H 1.5633 -4.3502 -7.0196
*
```

Calculated values
SMILES	CCNc1cc(CCCCO)cc2c1Sc1cc(C[C@H]3CO3)c(C[C@@H](C)I)c(CC(=O)O)c1N2CCO[Si](C)(C)C.NC(N)=O.NC(N)=O.NC(N)=O.NC(N)=O.NC(N)=O.NC(N)=O.NC(N)=O.NC(N)=O.NC(N)=O
LUMO level	-0.156	eV
HOMO	-0.2786	Ha
orbital gap	7.424	eV

A cluster of 7 separate species, C40H83NO4S in total in a non-equilibrium geometry, computed with ωB97M-V/def2-TZVPD.

Structure (ORCA input):
```
! wB97M-V def2-TZVPD RIJCOSX def2/J DEFGRID3
* xyz 1 2
C 21.9816 -12.5732 -28.0178
C 21.1580 -13.5002 -28.6186
C 19.8055 -13.4794 -28.4759
C 19.2749 -12.5866 -27.5712
C 20.1016 -11.5746 -26.9767
C 21.4403 -11.6387 -27.1550
N 17.8703 -12.6544 -27.1721
O 17.3920 -11.9243 -26.2856
O 17.0777 -13.2718 -27.8471
H 23.0394 -12.7827 -27.9583
H 21.5492 -14.2272 -29.3149
H 19.1489 -14.2643 -28.8211
H 19.8019 -10.7629 -26.3303
H 22.0346 -10.8952 -26.6447
C 16.9480 -15.2634 -20.7195
C 17.3051 -15.2698 -22.2089
C 18.6827 -14.6211 -22.5901
C 19.0788 -14.8709 -24.0653
C 19.6981 -16.2242 -24.4132
C 20.1758 -16.1991 -25.8973
H 17.6539 -15.5597 -19.9436
H 16.0535 -15.8400 -20.4841
H 16.5890 -14.2780 -20.4227
H 17.2413 -16.3303 -22.4523
H 16.4654 -14.7159 -22.6287
H 19.4133 -15.0176 -21.8850
H 18.5248 -13.5812 -22.3042
H 18.2494 -14.6662 -24.7423
H 19.9742 -14.3218 -24.3564
H 20.4853 -16.2992 -23.6630
H 19.0695 -17.1058 -24.2879
H 20.6303 -15.2486 -26.1763
H 20.9050 -16.9489 -26.2044
H 19.2433 -16.1309 -26.4576
C 28.0684 -20.6218 -36.1473
C 29.2150 -20.0668 -35.2226
C 28.7532 -19.5266 -33.8017
C 27.5030 -18.7454 -33.7289
C 27.4186 -17.8109 -32.5276
C 26.0996 -17.1444 -32.3723
H 28.5558 -21.1537 -36.9644
H 27.4554 -19.7418 -36.3423
H 27.5428 -21.3319 -35.5089
H 29.8879 -20.8996 -35.0183
H 29.7703 -19.3422 -35.8180
H 29.6392 -18.9395 -33.5598
H 28.8785 -20.2442 -32.9909
H 27.3644 -18.0689 -34.5722
H 26.7046 -19.4854 -33.7850
H 27.5182 -18.3869 -31.6076
H 28.2774 -17.1521 -32.6558
H 25.8973 -16.5236 -33.2451
H 25.2564 -17.8261 -32.2612
H 26.1789 -16.4595 -31.5281
C 23.4275 -13.3808 -24.3008
C 23.1442 -13.4830 -22.8054
C 24.0888 -12.6695 -21.8775
C 25.3363 -13.3796 -21.8062
C 26.4305 -12.8972 -20.8104
C 25.9462 -12.8486 -19.3801
H 24.4984 -13.4250 -24.4991
H 23.0982 -12.3916 -24.6190
H 22.9897 -14.2235 -24.8359
H 22.1742 -13.0041 -22.6715
H 22.9819 -14.5187 -22.5070
H 23.6098 -12.6289 -20.8992
H 24.1770 -11.6129 -22.1302
H 25.0687 -14.3745 -21.4502
H 25.8361 -13.5314 -22.7629
H 27.3195 -13.5082 -20.9671
H 26.8546 -11.9527 -21.1514
H 25.6766 -13.8186 -18.9622
H 26.7567 -12.5011 -18.7394
H 25.2989 -11.9800 -19.2596
C 26.6808 -12.8398 -27.0038
C 26.7996 -14.3248 -27.4381
C 25.6371 -15.2749 -27.2186
C 26.0404 -16.6069 -27.9236
C 24.8949 -17.4971 -27.9906
C 24.3238 -17.9575 -26.5982
H 27.7153 -12.4971 -26.9800
H 26.4077 -12.7859 -25.9499
H 26.1008 -12.2013 -27.6700
H 27.0461 -14.1404 -28.4838
H 27.6221 -14.8062 -26.9091
H 24.8126 -14.9743 -27.8651
H 25.3757 -15.3184 -26.1613
H 26.2804 -16.4061 -28.9677
H 26.8779 -17.0654 -27.3976
H 24.0543 -17.0078 -28.4826
H 24.9829 -18.2588 -28.7653
H 23.6227 -18.7901 -26.5407
H 25.0536 -18.0255 -25.7914
H 23.6852 -17.1436 -26.2551
C 32.3163 -14.3460 -30.5486
C 31.0437 -14.5197 -29.7078
C 29.8451 -13.6440 -30.1037
C 29.1837 -14.0320 -31.4736
C 29.9760 -13.7844 -32.7884
C 29.2404 -13.3302 -34.0406
H 33.1155 -15.0049 -30.2093
H 32.6041 -13.2950 -30.5245
H 32.0347 -14.4400 -31.5974
H 30.8356 -15.5894 -29.7288
H 31.2074 -14.3843 -28.6387
H 30.2048 -12.6154 -30.1279
H 29.1271 -13.8007 -29.2987
H 28.8110 -15.0562 -31.4572
H 28.2969 -13.4099 -31.3517
H 30.7479 -13.0220 -32.6831
H 30.5564 -14.6807 -33.0074
H 28.5971 -12.5104 -33.7206
H 29.7530 -12.9833 -34.9378
H 28.6710 -14.2001 -34.3679
C 23.8974 -7.3779 -26.8069
C 24.3060 -8.8508 -27.0612
C 25.3566 -9.1367 -26.0791
S 24.5325 -8.5955 -24.4966
O 25.5913 -8.1601 -23.5350
O 23.4743 -9.5436 -24.0522
C 23.6608 -7.1981 -25.2804
H 23.1681 -7.0149 -27.5312
H 24.7870 -6.7815 -27.0091
H 24.6831 -8.8550 -28.0839
H 23.4657 -9.5375 -26.9595
H 26.1518 -8.3954 -26.1581
H 25.7457 -10.1546 -26.1032
H 24.3423 -6.3862 -25.0267
H 22.6436 -7.0339 -24.9246
*
```

Calculated values
LUMO level (spin up / spin down)	-5.767 / -9.371	eV
HOMO (spin up / spin down)	-0.4370 / -0.4370	Ha
orbital gap (spin up / spin down)	6.123 / 2.519	eV

A cluster of 5 separate species, C40H91BN9O12PS4Si in total in a non-equilibrium geometry, computed with ωB97M-V/def2-TZVPD.

Structure (ORCA input):
```
! wB97M-V def2-TZVPD RIJCOSX def2/J DEFGRID3
* xyz 0 1
C 1.1265 2.0941 -5.6196
N 0.9182 2.0965 -4.1382
C 1.4126 3.3399 -3.4873
B 1.5073 0.8537 -3.4933
O 2.7779 0.4136 -4.0052
C 0.6415 0.0630 -2.3110
N -0.7142 0.7813 -2.3361
C -1.5145 0.2634 -1.4394
S -2.7601 -0.6380 -0.7710
O 1.1398 0.2603 -0.9770
C 2.3488 -0.4497 -0.6477
C 3.7150 0.4075 -0.7287
N 4.7606 -0.2508 0.1247
C 3.5378 1.9822 -0.4936
C 4.9448 2.8006 -0.4377
C 5.9761 2.3725 -1.5853
S 5.5936 3.1575 -3.2412
C 6.1122 2.0524 -4.6191
S 5.2746 2.2087 -6.0803
N 7.2027 1.0698 -4.5689
C 8.1968 0.8439 -3.5272
C 9.0690 -0.3276 -4.0386
N 8.6037 -0.7854 -5.3565
C 7.5078 0.0914 -5.6318
Si 2.1582 -0.9599 1.2350
C 2.6366 0.4422 2.4535
C 0.3020 -1.3762 1.6519
C 3.1284 -2.5914 1.6452
P 0.2521 -1.7247 -2.8199
O -1.0252 -1.6344 -3.9861
O -0.3414 -2.7158 -1.5707
S 1.7075 -2.6766 -3.6811
H 1.0130 1.0235 -5.9975
H 2.1082 2.6081 -5.9113
H 0.2666 2.7268 -6.0681
H 0.9360 4.2936 -3.9082
H 1.1455 3.2963 -2.3627
H 2.5720 3.4387 -3.5145
H 3.3552 1.2167 -4.0257
H 2.5476 -1.4320 -1.1950
H 4.0961 0.2858 -1.8197
H 5.5341 -0.6092 -0.4652
H 5.1467 0.3841 0.8343
H 3.0049 2.3915 -1.4407
H 2.8725 2.2768 0.3858
H 4.7548 3.9287 -0.4450
H 5.3954 2.5587 0.6042
H 7.0128 2.7927 -1.2754
H 6.1389 1.2307 -1.6706
H 8.2777 1.4457 -2.5645
H 9.9423 -0.7729 -3.4501
H 6.9345 0.0034 -6.6180
H 2.8042 0.0388 3.5252
H 1.7478 1.1837 2.5276
H 3.5440 1.0651 2.1502
H 0.2079 -1.7910 2.7318
H -0.1419 -2.1744 0.9675
H -0.2865 -0.3844 1.6578
H 3.9224 -2.8221 0.8593
H 2.3601 -3.4443 1.6067
H 3.5645 -2.5546 2.7161
H -0.5540 -1.5425 -4.8551
H 0.4217 -3.1981 -1.1534
C -0.6643 3.1499 -8.5566
O -0.9442 1.7898 -8.2572
C -2.2833 1.5755 -7.8023
C -3.1042 0.8313 -8.8574
N -3.3849 1.6814 -10.0138
C -3.9319 0.9606 -11.1653
C -3.0528 -0.1254 -11.8080
O -1.8917 0.3751 -12.4621
C -0.7845 0.6131 -11.6056
H 0.4133 3.2486 -8.7021
H -1.1580 3.4536 -9.4840
H -0.9671 3.8089 -7.7390
H -2.7691 2.5064 -7.4960
H -2.2080 0.9361 -6.9160
H -4.0501 0.5052 -8.4120
H -2.5384 -0.0597 -9.1489
H -2.5320 2.1442 -10.3037
H -4.1467 1.7115 -11.9300
H -4.8936 0.5183 -10.8797
H -3.6516 -0.5969 -12.5936
H -2.7924 -0.9293 -11.1103
H -0.7432 -0.0946 -10.7732
H -0.8098 1.6398 -11.2373
H 0.1285 0.5030 -12.1941
C 1.4604 3.1516 9.8711
O 1.8489 1.7944 9.7172
C 0.7722 0.8724 9.9042
C 0.3724 0.2258 8.5765
N -0.2919 1.1847 7.6954
C -0.4621 0.7121 6.3201
C 0.8089 0.4044 5.5111
O 1.5924 1.5509 5.1966
C 2.4771 1.9642 6.2276
H 2.3669 3.7590 9.9071
H 0.8647 3.4855 9.0167
H 0.9019 3.3038 10.7979
H -0.0854 1.3346 10.4017
H 1.1522 0.0861 10.5653
H -0.3053 -0.6116 8.7744
H 1.2821 -0.1724 8.1148
H 0.2428 2.0445 7.6726
H -1.0154 1.4911 5.7888
H -1.1028 -0.1777 6.3300
H 0.4835 -0.0018 4.5477
H 1.4260 -0.3769 5.9695
H 2.8569 1.1217 6.8120
H 1.9843 2.6909 6.8750
H 3.3264 2.4690 5.7625
C -2.3934 -6.7304 0.8827
O -2.9229 -5.9855 -0.2033
C -1.9183 -5.3463 -0.9967
C -1.7994 -6.0159 -2.3669
N -1.2007 -7.3464 -2.2617
C -1.2995 -8.1433 -3.4862
C -2.7077 -8.4960 -3.9939
O -3.4232 -9.3949 -3.1530
C -4.0880 -8.7815 -2.0585
H -3.2232 -7.0121 1.5339
H -1.9161 -7.6488 0.5290
H -1.6809 -6.1384 1.4626
H -0.9524 -5.3027 -0.4842
H -2.2566 -4.3169 -1.1494
H -1.1785 -5.3919 -3.0186
H -2.8044 -6.0670 -2.7984
H -1.6508 -7.8575 -1.5121
H -0.7705 -9.0800 -3.2924
H -0.7503 -7.6312 -4.2851
H -2.5813 -9.0221 -4.9453
H -3.3113 -7.6103 -4.2222
H -4.4445 -7.7763 -2.2992
H -3.4323 -8.7590 -1.1869
H -4.9510 -9.3976 -1.7983
C -2.2953 5.1042 8.3071
O -2.4522 3.9752 9.1531
C -3.2000 4.2555 10.3387
C -4.5741 3.5857 10.2842
N -5.4439 4.2302 9.3016
C -6.6683 3.4826 9.0086
C -6.5154 2.0822 8.3912
O -5.9992 2.0824 7.0647
C -4.5832 2.1576 6.9786
H -1.5589 4.8512 7.5416
H -3.2350 5.3467 7.8029
H -1.9350 5.9729 8.8639
H -3.2813 5.3292 10.5319
H -2.6381 3.8132 11.1686
H -5.0419 3.6443 11.2729
H -4.4177 2.5294 10.0421
H -4.9339 4.3575 8.4359
H -7.2476 4.0933 8.3114
H -7.2622 3.4047 9.9270
H -7.5205 1.6558 8.3148
H -5.9492 1.3954 9.0306
H -4.0883 1.6515 7.8120
H -4.2664 3.1999 6.9184
H -4.2742 1.6715 6.0511
*
```

Calculated values
SMILES	CN(C)B(O)[C@](N=C=S)(O[C@@H]([C@H](N)CCCSC(=S)n1ccnc1)[Si](C)(C)C)P(O)(O)=S.COCCNCCOC.COCCNCCOC.COCCNCCOC.COCCNCCOC
LUMO level	-1.373	eV
HOMO	-0.3101	Ha
orbital gap	7.065	eV